1.
10
Properties=species:S:1:pos:R:3 method="wB97M-V/def2-TZVPD" multiplicity=3 gap_ev="6.59 / 6.91" homo_ev="-6.3 / -10.8"
C -2.140 0.370 0.224
C -0.917 -0.293 0.454
C 1.398 -0.183 -0.233
N -3.027 0.953 -0.227
N 0.141 0.418 -0.087
O -0.805 -1.472 0.764
H 1.362 -1.087 0.374
H 1.605 -0.572 -1.282
H 2.152 0.486 0.149
H 0.230 1.379 -0.137

=====

2.
10
Properties=species:S:1:pos:R:3 method="wB97M-V/def2-TZVPD" multiplicity=3 gap_ev="8.77 / 9.04" homo_ev="-7.8 / -10.1"
C 1.386 -0.758 -0.265
C -0.823 1.029 0.719
C -0.697 -0.349 0.163
N 0.904 -0.175 -1.332
N -0.329 0.145 -1.190
O 0.427 -0.968 0.678
H 2.341 -1.000 0.042
H -1.775 1.534 0.241
H 0.218 1.477 0.909
H -1.651 -0.936 0.034

=====

3.
10
Properties=species:S:1:pos:R:3 method="wB97M-V/def2-TZVPD" multiplicity=3 gap_ev="4.93 / 8.56" homo_ev="-4.1 / -12.2"
C 0.515 0.903 0.018
C 2.681 -1.078 -0.149
C -1.623 -0.052 0.147
N 1.269 1.733 0.302
N -0.392 0.080 -0.456
O 3.638 -0.534 0.198
H -1.636 -0.490 1.187
H -2.084 1.017 0.198
H -2.315 -0.879 -0.400
H -0.051 -0.701 -1.045

=====

Stability check: which of them is least stable? 3.

=====

1.
7
Properties=species:S:1:pos:R:3 method="wB97M-V/def2-TZVPD" smiles="O=C=C=C=O.N#N" multiplicity=1 gap_ev=9.28 homo_ev=-9.6
O -3.660 1.138 -0.111
C -2.628 0.708 0.096
C -1.431 -0.127 0.012
C -0.231 -1.041 0.023
O 0.662 -1.772 -0.012
N 4.038 0.936 0.053
N 3.407 0.062 -0.153

=====

2.
7
Properties=species:S:1:pos:R:3 method="wB97M-V/def2-TZVPD" multiplicity=1 gap_ev=10.38 homo_ev=-10.8
C -0.764 0.685 -0.226
C 1.200 -1.805 -0.058
C 0.492 1.106 0.037
N 1.505 1.590 0.336
N -1.813 0.286 0.068
O 2.319 -1.892 -0.210
O -2.940 0.031 0.053

=====

Stability check: which of them is least stable? 2.

=====

1.
7
Properties=species:S:1:pos:R:3 method="wB97M-V/def2-TZVPD" smiles="O=[Si](O)Cl.Br" multiplicity=1 gap_ev=9.98 homo_ev=-10.4
O -0.345 0.144 0.003
Si 0.737 -0.922 -0.022
O 1.607 -1.438 1.299
Cl 1.387 -1.894 -1.631
H 1.706 -0.642 1.855
Br -2.664 3.033 -0.463
H -2.428 1.720 -1.041

=====

2.
7
Properties=species:S:1:pos:R:3 method="wB97M-V/def2-TZVPD" smiles=O[Si](O)(Cl)Br multiplicity=1 gap_ev=11.21 homo_ev=-10.9
O 0.349 1.241 -0.590
Si 0.719 0.421 0.814
O 0.054 -1.007 1.075
Cl 2.761 0.073 0.875
Br 0.236 1.729 2.488
H -0.501 1.576 -0.823
H 0.643 -1.737 0.897

=====

Stability check: which of them is least stable? 1.

=====

1.
10
Properties=species:S:1:pos:R:3 method="wB97M-V/def2-TZVPD" smiles="OC(O)=C(O)O" multiplicity=1 gap_ev=7.79 homo_ev=-7.2
O 1.261 1.204 -0.042
C 0.697 0.051 0.219
O 1.442 -1.080 0.163
C -0.677 -0.106 0.002
O -1.348 -1.272 -0.079
O -1.411 1.163 0.000
H 2.222 1.028 -0.001
H 0.795 -1.693 -0.009
H -2.314 -1.069 -0.103
H -0.667 1.774 -0.151

=====

2.
10
Properties=species:S:1:pos:R:3 method="wB97M-V/def2-TZVPD" smiles="O=C=O.COO" multiplicity=1 gap_ev=10.71 homo_ev=-10.3
O 1.035 -1.676 0.361
C 0.599 -1.662 -0.762
O 0.493 -2.303 -1.739
C -0.552 0.424 1.164
O -0.156 0.379 -0.504
O 0.495 1.570 -0.963
H 0.353 0.552 1.747
H -1.112 1.354 1.157
H -1.197 -0.429 1.328
H 0.042 1.791 -1.788

=====

Stability check: which of them is least stable? 2.

=====

1.
8
Properties=species:S:1:pos:R:3 method="wB97M-V/def2-TZVPD" smiles="N#C[C@@H](F)[N+](=O)[O-]" multiplicity=1 gap_ev=11.68 homo_ev=-12.3
N 0.358 2.490 -1.122
C 0.009 1.624 -0.469
C -0.381 0.459 0.313
F -0.447 0.690 1.632
N -1.739 -0.027 -0.180
O -1.708 -0.741 -1.144
O -2.690 0.372 0.420
H 0.450 -0.382 0.056

=====

2.
8
Properties=species:S:1:pos:R:3 method="wB97M-V/def2-TZVPD" smiles="O=c1nc(F)o[nH]1" multiplicity=1 gap_ev=11.23 homo_ev=-10.7
O -2.299 -0.557 0.057
C -1.145 -0.238 -0.019
N 0.007 -1.034 -0.044
C 0.964 -0.205 0.005
F 2.227 -0.457 0.025
O 0.680 1.109 0.035
N -0.705 1.116 -0.152
H -1.121 1.784 0.501

=====

3.
8
Properties=species:S:1:pos:R:3 method="wB97M-V/def2-TZVPD" multiplicity=1 gap_ev=11.08 homo_ev=-12.3
C 0.550 0.621 1.752
C -0.241 0.059 0.629
N 1.096 1.081 2.623
N -1.431 1.016 0.568
O -1.284 2.023 -0.136
O -2.277 0.816 1.432
F -0.661 -1.201 0.925
H 0.371 -0.050 -0.744

=====

Stability check: which of them is least stable? 3.

=====

1.
15
Properties=species:S:1:pos:R:3 method="wB97M-V/def2-TZVPD" smiles="[H]/N=C(/C#N)[C@@H](C#N)NC" multiplicity=1 gap_ev=9.87 homo_ev=-10.0
H 1.210 -1.066 1.893
N 0.674 -0.323 2.285
C -0.069 0.402 1.587
C -0.554 1.484 2.312
N -1.124 2.367 2.776
C -0.460 0.432 -0.043
C 0.405 1.342 -0.666
N 1.186 1.955 -1.223
N -0.433 -1.014 -0.471
C 0.359 -1.191 -1.734
H -1.495 0.933 -0.052
H -1.355 -1.461 -0.536
H 1.103 -2.109 -1.656
H -0.278 -1.430 -2.605
H 0.831 -0.320 -1.867

=====

2.
15
Properties=species:S:1:pos:R:3 method="wB97M-V/def2-TZVPD" smiles=Cc1n[nH]c2c[nH]nc12 multiplicity=1 gap_ev=9.11 homo_ev=-8.1
C -1.807 -1.206 0.659
C -0.511 -0.485 0.633
N 0.268 -0.403 1.686
N 1.377 0.307 1.372
C 1.331 0.705 0.077
C 1.930 1.375 -0.967
N 1.060 1.239 -2.004
N -0.040 0.548 -1.732
C 0.099 0.204 -0.453
H -1.778 -2.054 -0.024
H -2.005 -1.560 1.667
H -2.610 -0.544 0.337
H 2.080 0.462 2.072
H 2.850 1.912 -1.065
H 1.184 1.611 -2.934

=====

Stability check: which of them is least stable? 1.

=====

1.
12
Properties=species:S:1:pos:R:3 method="wB97M-V/def2-TZVPD" charge=+1 multiplicity=3 gap_ev="6.52 / 7.56" homo_ev="-12.0 / -15.2"
C -1.311 -0.451 -0.911
C -0.461 -0.397 0.092
C 1.295 -1.111 1.737
C -1.494 0.444 -1.823
C 0.405 0.848 0.233
N 0.568 -0.473 0.911
H 2.164 -0.703 1.956
H 1.062 -1.994 2.216
H -0.785 0.604 -2.601
H -2.489 0.591 -2.163
H 0.986 1.030 -0.631
H 0.061 1.613 0.985

=====

2.
12
Properties=species:S:1:pos:R:3 method="wB97M-V/def2-TZVPD" charge=+1 multiplicity=3 gap_ev="6.84 / 6.56" homo_ev="-11.0 / -14.0"
C -2.760 -0.717 0.344
C -0.154 1.461 0.452
C -2.056 0.019 -0.302
C -0.954 0.810 -0.683
C 0.367 0.436 -0.161
N 1.426 -0.627 -0.058
H -3.703 -1.152 0.585
H -1.008 1.322 -1.632
H -0.039 1.938 1.372
H 1.112 -1.599 0.358
H 1.922 -0.205 0.702
H 1.651 -0.792 -1.080

=====

Stability check: which of them is least stable? 2.

=====

1.
22
Properties=species:S:1:pos:R:3 method="wB97M-V/def2-TZVPD" smiles="C=CC=C(C)C.C1=CN1" multiplicity=1 gap_ev=8.92 homo_ev=-8.0
C 0.440 -2.710 0.094
C -0.030 -1.553 0.551
C -0.888 -0.688 -0.224
C -1.451 0.461 0.169
C -1.273 1.097 1.513
C -2.368 1.214 -0.750
H 1.068 -3.346 0.696
H 0.207 -3.065 -0.895
H 0.223 -1.242 1.556
H -1.099 -1.043 -1.226
H -0.877 2.107 1.398
H -0.601 0.539 2.154
H -2.238 1.182 2.011
H -2.170 2.284 -0.704
H -2.255 0.880 -1.780
H -3.405 1.056 -0.451
C 3.527 0.424 -0.625
C 2.401 0.883 -0.219
N 3.251 0.251 0.824
H 4.285 0.172 -1.320
H 1.432 1.297 -0.317
H 2.938 -0.708 1.036

=====

2.
22
Properties=species:S:1:pos:R:3 method="wB97M-V/def2-TZVPD" smiles="C=CC=C(C)C.C1=CN1" multiplicity=1 gap_ev=9.11 homo_ev=-8.1
C 1.077 -1.686 2.908
C 0.207 -1.227 1.946
C 0.481 -1.322 0.565
C -0.342 -1.164 -0.480
C -1.647 -0.467 -0.468
C 0.126 -1.544 -1.900
H 0.853 -1.739 3.909
H 1.959 -2.232 2.541
H -0.630 -0.624 2.305
H 1.264 -1.964 0.426
H -1.598 0.342 -1.186
H -1.898 0.064 0.430
H -2.359 -1.232 -0.587
H 0.427 -0.632 -2.394
H 0.882 -2.391 -1.936
H -0.690 -1.896 -2.483
C -0.077 3.151 -1.254
C 0.917 2.815 -0.497
N -0.182 3.641 0.163
H -0.748 3.072 -2.124
H 1.811 2.376 -0.093
H 0.170 4.659 0.209

=====

Stability check: which of them is least stable? 2.

=====

1.
17
Properties=species:S:1:pos:R:3 method="wB97M-V/def2-TZVPD" smiles=CSC(CS)SC multiplicity=1 gap_ev=9.11 homo_ev=-8.4
C -1.765 -1.632 0.816
S -0.358 -0.653 1.335
C -0.285 0.474 -0.088
C 0.648 1.677 0.265
S -0.114 2.837 1.464
S 0.047 -0.387 -1.543
C 1.665 -1.046 -1.105
H -1.534 -2.473 0.174
H -2.371 -1.788 1.664
H -2.392 -1.117 0.135
H -1.308 0.752 -0.237
H 1.580 1.310 0.659
H 0.973 2.129 -0.712
H -0.901 3.461 0.552
H 2.439 -0.209 -1.088
H 2.064 -1.651 -2.021
H 1.610 -1.684 -0.269

=====

2.
17
Properties=species:S:1:pos:R:3 method="wB97M-V/def2-TZVPD" smiles=C[C@H](S)[C@@H](S)CS multiplicity=1 gap_ev=9.67 homo_ev=-9.0
C -2.046 -0.588 -0.562
C -0.715 0.167 -0.572
S 0.265 -0.283 -2.056
C 0.021 0.068 0.771
S 0.537 -1.631 1.216
C 1.125 1.111 1.008
S 2.791 0.854 0.330
H -2.581 -0.415 -1.507
H -2.657 -0.231 0.239
H -1.882 -1.646 -0.442
H -0.912 1.262 -0.740
H 0.461 -1.561 -1.727
H -0.710 0.296 1.540
H 1.785 -1.533 0.721
H 1.305 1.182 2.080
H 0.758 2.049 0.676
H 2.453 0.899 -0.977

=====

Stability check: which of them is least stable? 1.

=====

1.
17
Properties=species:S:1:pos:R:3 method="wB97M-V/def2-TZVPD" charge=-1 multiplicity=1 gap_ev=8.85 homo_ev=-4.7
O 0.545 1.664 0.400
C 1.159 0.823 1.072
O 0.745 -0.322 1.431
C 2.599 1.186 1.488
H 3.193 0.300 1.701
H 3.031 1.798 0.698
H 2.584 1.810 2.388
C -1.161 -0.554 -2.480
C -1.226 -0.806 -1.174
O -0.386 -1.692 -0.573
C -2.212 -0.188 -0.220
H -1.872 0.134 -2.914
H -0.414 -1.039 -3.092
H 0.083 -1.259 0.196
H -2.856 0.543 -0.707
H -2.786 -0.994 0.240
H -1.614 0.321 0.538

=====

2.
17
Properties=species:S:1:pos:R:3 method="wB97M-V/def2-TZVPD" charge=-1 smiles="[O-]/C(O)=C/CCCO" multiplicity=1 gap_ev=6.22 homo_ev=-2.3
O -1.552 -1.311 1.965
C -0.537 -1.030 1.411
O 0.306 -2.200 1.333
C -0.049 0.021 0.632
C 1.146 -0.009 -0.260
C 1.421 1.363 -1.187
C 0.089 2.046 -1.591
O -0.996 1.045 -1.874
H -0.035 -3.166 1.700
H -0.551 0.928 0.676
H 0.869 -0.879 -0.916
H 2.116 -0.227 0.295
H 2.008 1.073 -2.006
H 1.877 2.210 -0.638
H -0.102 2.521 -0.750
H 0.225 2.623 -2.509
H -0.891 0.294 -1.270

=====

Stability check: which of them is least stable? 2.

=====

1.
16
Properties=species:S:1:pos:R:3 method="wB97M-V/def2-TZVPD" multiplicity=1 gap_ev="8.20 / 8.20" homo_ev="-7.7 / -7.7"
B -1.206 -0.146 0.300
C 0.956 1.872 0.149
C 1.168 0.828 0.822
C 0.735 -1.606 -1.020
C -0.091 -1.214 0.175
O -1.365 0.513 -1.010
O -1.919 -0.023 1.478
H 1.493 2.749 0.499
H 0.218 1.948 -0.675
H 1.720 0.297 1.534
H 1.879 -1.807 -0.846
H 0.278 -2.570 -1.252
H 0.551 -0.926 -1.775
H 0.223 -1.745 1.118
H -1.904 1.259 -1.093
H -2.736 0.570 1.595

=====

2.
16
Properties=species:S:1:pos:R:3 method="wB97M-V/def2-TZVPD" smiles="C=C[C@H](C)B(O)O" multiplicity=1 gap_ev=9.99 homo_ev=-9.6
C -0.324 -2.108 -1.173
C -0.719 -0.880 -0.904
C -0.475 -0.023 0.461
C -1.332 1.245 0.339
B 1.036 0.457 0.523
O 1.877 -0.122 1.505
O 1.483 1.388 -0.337
H -0.369 -2.697 -2.135
H 0.374 -2.503 -0.390
H -1.531 -0.365 -1.549
H -0.825 -0.511 1.298
H -1.217 1.576 -0.673
H -2.306 1.045 0.659
H -0.878 1.896 1.083
H 2.884 -0.039 1.599
H 2.322 1.641 -0.306

=====

Stability check: which of them is least stable? 1.

=====

1.
27
Properties=species:S:1:pos:R:3 method="wB97M-V/def2-TZVPD" multiplicity=1 gap_ev="6.36 / 6.57" homo_ev="-5.6 / -5.7"
C 2.115 1.501 -0.185
C 0.604 -0.834 -1.138
C 1.690 -1.840 -0.837
N 1.510 1.909 0.959
H 0.716 0.904 1.314
H 0.960 2.749 0.794
H 2.436 2.264 -0.890
H 2.914 0.788 0.000
H 1.418 0.380 -1.033
H 0.164 -0.824 -2.130
H 1.283 -2.857 -0.759
H 2.214 -1.641 0.104
H 2.470 -1.879 -1.605
C -1.525 0.777 -0.307
C -2.688 1.097 0.639
C -0.753 -0.446 0.132
N -0.004 -0.253 1.385
C -1.115 -1.739 -0.307
H 0.726 -0.962 1.441
H -0.625 -0.411 2.180
H -1.905 0.599 -1.314
H -0.844 1.625 -0.366
H -1.921 -1.865 -1.015
H -0.896 -2.601 0.309
H -2.326 1.347 1.638
H -3.244 1.962 0.273
H -3.371 0.251 0.720

=====

2.
27
Properties=species:S:1:pos:R:3 method="wB97M-V/def2-TZVPD" smiles="[H]/N=C(/N)CC.CC(C)C" multiplicity=1 gap_ev=9.95 homo_ev=-8.9
H 0.293 -0.362 0.459
N 0.921 -1.122 0.016
C 1.464 -0.781 -1.076
N 2.581 -1.460 -1.496
C 1.086 0.399 -1.955
C 2.133 1.511 -1.880
H 2.805 -1.458 -2.477
H 2.771 -2.314 -0.998
H 0.116 0.782 -1.635
H 0.986 0.056 -2.989
H 3.108 1.146 -2.197
H 2.227 1.872 -0.857
H 1.847 2.348 -2.515
C -2.210 -0.530 0.122
C -1.951 0.119 1.461
C -0.649 1.156 1.424
C -1.730 -0.909 2.558
H -3.067 -1.199 0.164
H -2.377 0.213 -0.658
H -1.324 -1.125 -0.164
H -2.785 0.779 1.716
H 0.337 0.792 1.717
H -0.853 1.842 2.247
H -0.695 1.760 0.519
H -2.610 -1.544 2.665
H -0.878 -1.543 2.316
H -1.545 -0.424 3.514

=====

3.
27
Properties=species:S:1:pos:R:3 method="wB97M-V/def2-TZVPD" smiles=CC1(C)CC1(N)N.CC multiplicity=1 gap_ev=8.91 homo_ev=-7.9
C 0.078 -0.236 2.100
C -0.583 -0.602 0.797
C -0.065 -1.862 0.151
C -2.071 -0.441 0.754
C -1.434 0.628 -0.120
N -1.815 0.555 -1.483
N -1.380 1.938 0.426
H 0.057 -1.067 2.810
H 1.137 -0.004 1.975
H -0.386 0.647 2.538
H -0.144 -2.728 0.815
H 1.002 -1.769 -0.053
H -0.623 -2.100 -0.751
H -2.540 -0.059 1.652
H -2.634 -1.188 0.207
H -2.789 0.380 -1.697
H -1.357 1.241 -2.071
H -2.231 2.475 0.307
H -0.471 2.377 0.382
C 2.054 -0.186 -1.762
C 2.402 0.665 -0.378
H 2.940 -0.817 -1.835
H 2.105 0.463 -2.635
H 1.192 -0.847 -1.827
H 2.606 -0.028 0.436
H 1.633 1.375 -0.085
H 3.315 1.191 -0.654

=====

Stability check: which of them is least stable? 1.

=====

1.
50
Properties=species:S:1:pos:R:3 method="wB97M-V/def2-TZVPD" charge=+2 multiplicity=1 gap_ev=7.23 homo_ev=-15.0
Pd 0.536 0.178 -0.150
C -1.723 3.131 -3.959
O -1.236 3.055 -2.599
C -0.658 1.979 -2.139
O -0.275 1.990 -0.960
N -0.503 0.917 -2.964
N 0.119 -0.249 -2.505
H -2.165 4.117 -4.042
H -2.487 2.373 -4.131
H -0.896 3.045 -4.663
H -0.782 0.971 -3.930
H 1.024 -0.377 -2.951
H -0.475 -1.048 -2.695
C -1.716 -3.391 2.282
C -2.857 -2.567 1.699
N -2.800 -1.136 2.047
C -3.717 -0.677 3.112
C -3.184 -0.949 4.509
C -1.915 -0.329 1.487
C -1.865 1.114 1.889
N -1.068 -0.745 0.554
H -1.803 -4.422 1.941
H -1.755 -3.395 3.370
H -0.736 -3.020 1.985
H -3.809 -2.935 2.075
H -2.912 -2.661 0.610
H -4.658 -1.202 2.953
H -3.927 0.378 2.968
H -3.108 -2.017 4.708
H -3.862 -0.524 5.247
H -2.199 -0.503 4.657
H -2.812 1.600 1.656
H -1.087 1.634 1.338
H -1.686 1.222 2.958
H -1.233 -1.689 0.230
C 5.821 -1.622 -1.462
C 5.326 -0.444 -2.304
C 4.277 0.343 -1.585
N 3.047 -0.021 -1.469
N 2.322 0.854 -0.696
C 2.993 1.902 -0.272
N 2.452 2.888 0.462
S 4.639 1.837 -0.770
H 6.574 -2.180 -2.016
H 5.002 -2.298 -1.221
H 6.274 -1.281 -0.531
H 4.892 -0.793 -3.242
H 6.156 0.215 -2.560
H 1.455 3.027 0.411
H 3.000 3.707 0.672

=====

2.
50
Properties=species:S:1:pos:R:3 method="wB97M-V/def2-TZVPD" charge=+2 multiplicity=1 gap_ev=8.87 homo_ev=-14.9
Pd 0.107 0.806 0.898
C 4.494 -0.958 2.922
O 3.824 0.154 2.278
C 2.583 0.081 1.916
O 2.064 1.065 1.355
N 1.868 -1.046 2.155
N 0.525 -1.067 1.724
H 5.505 -0.611 3.097
H 4.513 -1.819 2.255
H 4.014 -1.183 3.874
H 2.254 -1.866 2.598
H -0.115 -1.196 2.508
H 0.385 -1.827 1.060
C -0.039 4.858 -2.166
C 0.612 5.184 -0.828
N -0.260 4.958 0.335
C -0.812 6.163 0.981
C -1.975 6.764 0.211
C -0.523 3.730 0.765
C -1.427 3.544 1.948
N -0.017 2.662 0.181
H 0.660 5.076 -2.972
H -0.933 5.460 -2.322
H -0.326 3.808 -2.248
H 0.893 6.235 -0.803
H 1.540 4.623 -0.687
H 0.007 6.878 1.061
H -1.104 5.919 1.998
H -1.672 7.090 -0.783
H -2.356 7.637 0.741
H -2.792 6.048 0.105
H -0.929 3.879 2.858
H -1.682 2.495 2.063
H -2.346 4.118 1.838
H 0.635 2.852 -0.568
C -3.092 2.669 -1.707
C -2.379 1.316 -1.644
C -2.659 0.588 -0.372
N -1.824 0.354 0.593
N -2.315 -0.362 1.661
C -3.581 -0.638 1.486
N -4.329 -1.304 2.372
S -4.219 -0.056 -0.022
H -2.881 3.154 -2.659
H -2.758 3.326 -0.904
H -4.173 2.553 -1.629
H -1.302 1.433 -1.732
H -2.704 0.685 -2.474
H -3.923 -1.597 3.245
H -5.288 -1.538 2.191

=====

Stability check: which of them is least stable? 1.